74
Properties=species:S:1:pos:R:3 method="wB97M-V/def2-TZVPD" lumo_energy_ev=1.31 charge=-1 max_force_ev_per_a=3.83 relative_energy_kcal_mol=111.5
C 2.13533 -0.71690 -3.27200
C 1.01628 0.06483 -2.67471
H 2.70088 -0.08034 -3.98563
H 1.75074 -1.59404 -3.79346
H 2.86282 -0.96894 -2.47561
C 0.09930 0.61794 -3.48029
C -0.05277 0.40160 -4.93858
H -0.36554 1.48368 -3.07750
H -0.39379 -0.64721 -5.11191
H 0.83178 0.54869 -5.60792
H -0.86725 1.07285 -5.20009
Cd 4.91603 -2.80912 0.29117
Cl 3.87015 -0.78132 0.67932
Cl -0.10081 -2.86664 -2.44615
C 0.01406 1.19571 2.15882
O -1.19320 0.87953 2.26029
N 0.47268 2.36866 2.60359
C -0.48995 3.36151 3.06071
C 1.82789 2.83253 2.31881
H 0.77551 0.52144 1.72009
H -1.23131 2.88009 3.70777
H -1.01136 3.81425 2.20497
H 0.04789 4.13942 3.60698
H 2.43007 1.99813 1.92894
H 2.30031 3.21620 3.23386
H 1.81494 3.64113 1.57244
H -1.90313 -1.74468 -2.00110
H -1.97697 1.00084 -2.36351
C -2.97000 -1.58154 -1.72355
C -3.01944 0.83675 -2.09628
N -3.12412 -0.25829 -1.15592
H -3.30515 -2.36872 -1.05187
C -3.05273 -0.02483 0.18605
O -3.02118 -0.89250 1.06439
H -3.42751 1.73709 -1.64319
H -3.06509 1.06597 0.41597
H -3.55451 -1.60756 -2.65409
H -3.56092 0.56145 -3.00141
O 0.25052 -1.00534 -0.54758
C 1.01392 0.14318 -1.11683
C -0.38374 2.39181 -0.51450
C 0.76239 1.72933 -0.87898
H -1.28277 1.85424 -0.24926
C -0.47425 3.78340 -0.66333
H 2.08041 0.07302 -0.81496
C 1.87850 2.55893 -1.20815
H -1.41870 4.24924 -0.50125
C 0.55474 4.58535 -1.10567
C 1.79571 3.94927 -1.33385
H 2.78726 1.99741 -1.50158
H 0.43670 5.68822 -1.17471
H 2.63786 4.55973 -1.70840
Si 0.09467 -2.95407 -0.30863
Cl 5.18494 -4.77723 -0.57763
C -1.56232 -3.64778 0.49458
C 0.87613 -2.65182 1.39112
C 0.95787 -4.88149 -0.50390
H -2.34574 -2.84784 0.60543
H -1.41107 -4.03847 1.51893
H -1.95161 -4.54177 -0.04374
H 0.70775 -5.46856 -1.40227
H 0.76789 -5.57891 0.32527
H 2.05725 -4.83316 -0.45670
H 0.76252 -1.61204 1.70475
H 1.92728 -2.94936 1.46640
H 0.33902 -3.23257 2.13812
S -2.00904 0.30326 5.06308
C -0.44349 0.07532 5.71182
C 0.28462 -0.80122 4.90211
N -0.39522 -1.23326 3.80688
C -1.57053 -0.64224 3.62078
H -0.09089 0.51018 6.62940
H 1.30942 -1.11897 5.08676
H -2.30793 -0.93352 2.88710

68
Properties=species:S:1:pos:R:3 method="wB97M-V/def2-TZVPD" lumo_energy_ev="-1.33 / -1.08" s2=2.013 charge=0 multiplicity=3 max_force_ev_per_a=3.20 relative_energy_kcal_mol=0.0
W -0.13058 -0.99016 0.20030
Cl 0.88937 -0.12482 -1.67234
P -0.37019 -3.22850 -0.18694
C 0.86584 -4.04853 -1.29929
C -0.50652 -4.23770 1.36690
C -1.93787 -3.15052 -1.14443
C 2.24279 -3.38618 -1.21980
H 0.43061 -3.86041 -2.29930
C 0.99613 -5.57149 -1.11083
H 1.30321 -5.83722 -0.09185
H 1.78242 -5.92445 -1.78928
H 0.07983 -6.11785 -1.35870
H 2.20805 -2.36165 -1.60516
H 2.94577 -3.95752 -1.84001
H 2.63819 -3.35754 -0.19357
H -1.66289 -2.56353 -2.03902
C -3.01256 -2.37290 -0.35782
C -2.44100 -4.52851 -1.63530
H -1.71921 -5.04561 -2.27508
H -3.34567 -4.35462 -2.23206
H -2.70653 -5.18759 -0.79937
H -2.63020 -1.84478 0.53573
H -3.81734 -3.05855 -0.04257
H -3.45353 -1.59979 -1.00442
C 0.69130 -3.97090 2.28916
H -0.45183 -5.26287 0.97081
C -1.82583 -4.09640 2.14093
H 1.66078 -4.05400 1.77091
H 0.67934 -4.71787 3.09499
H 0.64604 -2.97519 2.75985
H -1.86241 -3.16423 2.71950
H -1.87190 -4.92657 2.85382
H -2.72024 -4.15658 1.50990
Cl -0.96185 -0.47438 2.23983
H -1.45301 -0.43388 -0.73882
P 0.70689 3.91378 -0.30725
C -0.35416 4.20592 -1.74103
C 0.09649 4.33949 1.36795
C 2.41437 3.58892 -0.81116
C -1.51448 3.18358 -1.77914
H 0.28817 4.02693 -2.62740
C -0.82090 5.67127 -1.78519
H -1.43933 5.92617 -0.92433
H -1.41328 5.82394 -2.69508
H 0.03395 6.36010 -1.82418
H -1.15377 2.16399 -1.97753
H -2.22077 3.46507 -2.57017
H -2.07544 3.15440 -0.83676
H 2.32154 3.08522 -1.79690
C 3.14858 2.60320 0.13331
C 3.10088 4.95511 -1.00751
H 2.81816 5.41146 -1.96556
H 4.18725 4.81518 -1.01295
H 2.83780 5.65857 -0.20866
H 2.65237 2.50722 1.10373
H 4.17483 2.94438 0.30409
H 3.19597 1.59390 -0.28888
C -1.42570 4.17460 1.51792
H 0.32733 5.41622 1.44359
C 0.86438 3.61154 2.49849
H -2.00008 4.60040 0.68623
H -1.73168 4.70348 2.42965
H -1.69592 3.11925 1.63575
H 0.70867 2.52260 2.45247
H 0.49028 3.95362 3.47365
H 1.94057 3.82465 2.46448
N 2.93483 -0.92338 1.46937
C 1.85775 -1.07411 1.01774

Which E_tot belongs to each record? In order, -95941.751, -67336.725 eV.